(1)
This record from OMol25 describes a molecular structure, C39H30BF2I2N2OP2Pb in a non-equilibrium geometry. The level of theory is ωB97M-V with the def2-TZVPD basis set.

Atoms and positions in Å:
Pb: -0.250 -1.296 -0.575
C: 1.723 -2.082 2.255
P: 2.398 -1.417 0.635
C: 3.491 -2.715 -0.014
C: 4.262 -2.360 -1.126
C: 4.992 -3.320 -1.802
C: 4.946 -4.646 -1.392
C: 4.212 -4.995 -0.270
C: 3.484 -4.036 0.421
C: 3.557 -0.172 1.305
C: 3.021 1.076 1.623
C: 3.820 2.054 2.192
C: 5.157 1.790 2.453
C: 5.697 0.555 2.125
C: 4.903 -0.428 1.555
C: 0.611 -1.206 2.689
C: 0.408 -0.643 3.992
C: -0.663 0.198 3.894
C: -1.118 0.120 2.541
C: -2.194 0.935 1.904
P: -0.974 2.099 1.067
C: -1.676 2.347 -0.611
C: -0.756 2.602 -1.626
C: -1.177 2.693 -2.943
C: -2.517 2.497 -3.250
C: -3.432 2.238 -2.241
C: -3.022 2.171 -0.917
C: -1.177 3.633 2.044
C: -2.394 4.299 2.159
C: -2.462 5.469 2.898
C: -1.330 5.973 3.524
C: -0.117 5.312 3.405
C: -0.040 4.142 2.663
N: -0.323 -0.759 1.837
H: 1.349 -3.083 2.032
H: 2.506 -2.136 3.011
H: 4.286 -1.324 -1.448
H: 5.586 -3.045 -2.663
H: 5.484 -5.402 -1.947
H: 4.193 -6.022 0.069
H: 2.910 -4.326 1.290
H: 1.972 1.270 1.419
H: 3.404 3.024 2.432
H: 5.777 2.552 2.905
H: 6.742 0.355 2.323
H: 5.335 -1.387 1.302
H: 1.004 -0.857 4.863
H: -1.137 0.778 4.668
H: -2.755 0.345 1.185
H: -2.822 1.425 2.643
H: 0.294 2.725 -1.386
H: -0.464 2.906 -3.728
H: -2.844 2.542 -4.280
H: -4.475 2.080 -2.488
H: -3.740 1.964 -0.134
H: -3.279 3.906 1.676
H: -3.405 5.992 2.991
H: -1.393 6.884 4.104
H: 0.769 5.702 3.889
H: 0.897 3.608 2.569
I: -5.665 -0.524 0.052
C: -4.739 -1.120 -1.723
C: -5.476 -1.338 -2.870
C: -4.840 -1.701 -4.043
I: -6.025 -1.929 -5.755
C: -3.428 -1.895 -4.087
C: -2.724 -2.291 -5.239
C: -1.362 -2.436 -5.189
C: -0.703 -2.170 -3.988
N: -1.336 -1.811 -2.890
C: -2.672 -1.683 -2.909
C: -3.320 -1.278 -1.666
O: -2.690 -1.053 -0.601
H: -6.550 -1.222 -2.857
H: -3.266 -2.469 -6.157
H: -0.797 -2.746 -6.056
H: 0.377 -2.252 -3.922
F: -1.564 -4.479 -0.596
B: -0.600 -3.750 -0.044
F: 0.123 -4.456 0.832

Values from the calculation:
- HOMO-LUMO gap (spin up / spin down): 0.166 / 0.214 hartree
- Spin multiplicity: 1
- ΔE to the lowest compared entry with this formula, charge and spin: 3.026 eV
- Total charge: +1


(2)
This record from OMol25 describes a molecular structure, C39H30Cl2IN3O2PSc in a non-equilibrium geometry. The level of theory is ωB97M-V with the def2-TZVPD basis set.

Atoms and positions in Å:
Sc: -0.373 -0.141 -1.002
Cl: 0.288 1.746 0.685
C: 0.786 0.562 1.900
Cl: 0.284 -1.030 1.317
H: 0.288 0.784 2.845
H: 1.874 0.574 1.996
I: 2.394 0.557 -2.172
C: 1.368 0.545 -4.080
C: 1.371 1.764 -4.700
C: 0.855 1.892 -5.993
C: 0.434 0.777 -6.659
C: 0.445 -0.488 -6.035
C: 0.087 -1.630 -6.783
C: 0.121 -2.875 -6.225
C: 0.378 -3.003 -4.858
C: 0.691 -1.918 -4.066
P: 0.591 -2.213 -2.255
C: -0.685 -3.508 -2.121
C: -0.462 -4.872 -2.298
C: -1.522 -5.755 -2.199
C: -2.798 -5.296 -1.911
C: -3.019 -3.942 -1.698
C: -1.963 -3.057 -1.797
C: 2.125 -3.071 -1.802
C: 2.105 -3.828 -0.630
C: 3.247 -4.489 -0.218
C: 4.418 -4.368 -0.955
C: 4.447 -3.583 -2.096
C: 3.305 -2.932 -2.526
C: 0.846 -0.628 -4.664
H: 1.789 2.627 -4.203
H: 0.840 2.864 -6.458
H: 0.100 0.839 -7.684
H: -0.200 -1.503 -7.816
H: -0.104 -3.754 -6.811
H: 0.292 -3.985 -4.416
H: 0.534 -5.242 -2.502
H: -1.352 -6.809 -2.356
H: -3.621 -5.991 -1.846
H: -4.009 -3.583 -1.460
H: -2.120 -1.984 -1.633
H: 1.187 -3.913 -0.054
H: 3.228 -5.091 0.678
H: 5.308 -4.880 -0.630
H: 5.364 -3.472 -2.650
H: 3.334 -2.327 -3.422
C: -5.618 7.149 -0.284
O: -6.791 6.365 -0.197
C: -6.907 5.248 -0.905
C: -8.074 4.493 -0.679
C: -8.245 3.277 -1.280
C: -7.226 2.751 -2.098
C: -6.109 3.549 -2.405
C: -5.958 4.783 -1.830
N: -7.388 1.476 -2.553
N: -6.492 0.755 -2.961
C: -5.153 0.727 -2.843
C: -4.356 0.609 -3.989
C: -2.980 0.553 -3.911
C: -2.329 0.532 -2.676
O: -1.021 0.544 -2.547
C: -3.124 0.481 -1.490
N: -2.453 0.266 -0.313
C: -3.161 0.260 0.808
C: -4.542 0.444 0.850
C: -5.236 0.599 -0.332
C: -4.538 0.616 -1.546
H: -5.733 7.932 0.464
H: -5.519 7.608 -1.270
H: -4.724 6.557 -0.058
H: -8.814 4.896 -0.007
H: -9.121 2.676 -1.096
H: -5.381 3.200 -3.125
H: -5.105 5.387 -2.093
H: -4.837 0.642 -4.954
H: -2.375 0.542 -4.804
H: -2.614 0.077 1.727
H: -5.052 0.435 1.798
H: -6.313 0.686 -0.320

Values from the calculation:
- HOMO-LUMO gap: 0.218 hartree
- Spin multiplicity: 1
- ΔE to the lowest compared entry with this formula, charge and spin: 1.118 eV
- Total charge: +2


(3)
This record from OMol25 describes a molecular structure, C39H31AsIN3O5RhS. The level of theory is ωB97M-V with the def2-TZVPD basis set.

Atoms and positions in Å:
Rh: -0.029 0.942 -0.187
C: 5.161 -0.547 -1.799
C: 4.982 0.741 -1.051
N: 6.066 1.484 -0.868
C: 5.961 2.663 -0.263
C: 4.767 3.219 0.160
C: 4.776 4.580 0.815
O: 4.244 4.556 2.133
C: 3.598 2.459 -0.019
C: 2.324 3.090 0.379
N: 1.115 2.673 0.298
C: 0.144 3.638 0.745
C: 0.285 4.324 1.942
C: -0.674 5.253 2.328
C: -1.773 5.503 1.525
C: -1.936 4.807 0.330
C: -0.981 3.883 -0.037
I: -1.226 2.657 -1.728
C: 3.744 1.205 -0.592
O: 2.566 0.489 -0.737
H: 6.144 -0.525 -2.263
H: 4.399 -0.666 -2.572
H: 5.109 -1.407 -1.133
H: 6.888 3.210 -0.132
H: 4.161 5.286 0.255
H: 5.795 4.970 0.804
H: 4.849 4.072 2.704
H: 2.456 4.095 0.766
H: 1.137 4.114 2.578
H: -0.556 5.775 3.267
H: -2.517 6.227 1.827
H: -2.802 4.978 -0.295
O: 1.456 -1.453 -2.309
C: 1.870 -1.721 -1.219
N: 2.682 -0.853 -0.418
S: 2.233 -1.049 1.223
O: 1.030 -0.258 1.412
O: 3.329 -0.809 2.094
C: 1.907 -2.740 0.958
C: 1.915 -3.760 1.885
C: 1.658 -5.039 1.405
C: 1.401 -5.264 0.056
C: 1.414 -4.222 -0.865
C: 1.685 -2.951 -0.397
H: 2.118 -3.573 2.930
H: 1.655 -5.873 2.094
H: 1.198 -6.270 -0.284
H: 1.242 -4.388 -1.919
C: -1.977 -5.305 0.356
C: -1.632 -4.438 1.387
C: -1.519 -3.079 1.141
C: -1.764 -2.576 -0.136
C: -2.091 -3.446 -1.168
C: -2.195 -4.810 -0.920
As: -1.800 -0.647 -0.370
C: -3.171 -0.201 0.923
C: -3.097 1.036 1.556
C: -4.075 1.414 2.466
C: -5.127 0.555 2.747
C: -5.201 -0.683 2.122
C: -4.225 -1.063 1.213
C: -2.697 -0.496 -2.083
C: -1.897 -0.515 -3.225
C: -2.476 -0.384 -4.479
C: -3.851 -0.224 -4.596
C: -4.645 -0.199 -3.459
C: -4.071 -0.336 -2.202
H: -2.082 -6.364 0.552
H: -1.466 -4.822 2.385
H: -1.279 -2.401 1.954
H: -2.298 -3.065 -2.160
H: -2.469 -5.482 -1.723
H: -2.266 1.699 1.338
H: -4.011 2.376 2.958
H: -5.890 0.846 3.458
H: -6.020 -1.355 2.344
H: -4.284 -2.034 0.735
H: -0.821 -0.630 -3.134
H: -1.853 -0.405 -5.364
H: -4.302 -0.116 -5.574
H: -5.716 -0.068 -3.548
H: -4.697 -0.306 -1.319

Values from the calculation:
- HOMO-LUMO gap: 0.257 hartree
- Spin multiplicity: 1
- ΔE to the lowest compared entry with this formula, charge and spin: 0.067 eV
- Total charge: +1


(4)
This record from OMol25 describes a molecular structure, C39H31Co2NO6P in a non-equilibrium geometry. The level of theory is ωB97M-V with the def2-TZVPD basis set.

Atoms and positions in Å:
C: -3.834 -0.310 -0.085
O: -2.912 -0.629 -1.134
C: -1.602 -0.912 -0.954
C: -0.858 -1.242 -2.119
C: 0.449 -1.658 -2.005
C: 1.112 -1.747 -0.743
N: 2.379 -2.235 -0.648
C: 0.373 -1.315 0.391
C: -0.948 -0.899 0.296
H: -4.794 -0.130 -0.583
H: -3.937 -1.138 0.623
H: -3.524 0.589 0.454
H: -1.371 -1.169 -3.081
H: 0.972 -1.930 -2.917
H: 2.812 -2.351 0.256
H: 2.959 -2.416 -1.466
H: 0.864 -1.318 1.363
H: -1.480 -0.584 1.188
O: 4.977 -1.958 -2.087
C: 5.883 -1.529 -1.497
Co: 7.288 -0.985 -0.616
C: 7.947 -0.134 -2.004
O: 8.122 0.491 -2.962
C: 6.544 0.430 0.102
O: 5.938 1.350 0.457
C: 7.248 -2.360 0.988
C: 5.975 -2.906 1.114
C: 4.682 -2.659 1.453
C: 3.961 -3.596 2.306
C: 3.400 -3.197 3.543
C: 2.550 -4.070 4.228
C: 2.251 -5.343 3.713
C: 2.884 -5.769 2.539
C: 3.853 -4.956 1.957
Co: 7.053 -3.840 -0.060
C: 5.897 -4.887 -0.856
O: 5.266 -5.709 -1.384
C: 8.036 -3.692 -1.496
O: 8.722 -3.676 -2.439
P: 8.392 -5.209 0.886
C: 7.854 -6.965 0.703
C: 7.682 -7.808 1.810
C: 7.255 -9.129 1.628
C: 6.979 -9.618 0.345
C: 7.149 -8.774 -0.760
C: 7.618 -7.470 -0.586
C: 10.099 -5.296 0.169
C: 10.756 -6.516 -0.064
C: 12.066 -6.522 -0.560
C: 12.745 -5.321 -0.792
C: 12.094 -4.108 -0.540
C: 10.773 -4.092 -0.088
C: 8.784 -5.032 2.689
C: 10.101 -4.907 3.165
C: 10.354 -4.837 4.538
C: 9.297 -4.890 5.455
C: 7.981 -4.923 4.980
C: 7.723 -4.989 3.609
H: 7.980 -2.279 1.807
H: 4.305 -1.632 1.297
H: 3.703 -2.232 3.968
H: 2.110 -3.799 5.185
H: 1.549 -6.019 4.215
H: 2.689 -6.751 2.116
H: 4.551 -5.289 1.193
H: 7.892 -7.437 2.814
H: 7.128 -9.761 2.509
H: 6.617 -10.643 0.217
H: 6.912 -9.124 -1.763
H: 7.820 -6.862 -1.471
H: 10.257 -7.466 0.133
H: 12.545 -7.479 -0.772
H: 13.768 -5.332 -1.184
H: 12.605 -3.162 -0.706
H: 10.283 -3.133 0.086
H: 10.936 -4.883 2.465
H: 11.384 -4.732 4.881
H: 9.503 -4.877 6.531
H: 7.147 -4.907 5.679
H: 6.691 -5.014 3.258

Values from the calculation:
- HOMO-LUMO gap: 0.113 hartree
- Spin multiplicity: 1
- Total charge: +1


(5)
This record from OMol25 describes a molecular structure, C39H31F3IrN4O3Sb in a non-equilibrium geometry. The level of theory is ωB97M-V with the def2-TZVPD basis set.

Atoms and positions in Å:
Ir: 0.184 -0.342 -0.479
C: 1.112 3.014 -2.925
C: 0.210 2.091 -2.145
O: 0.795 1.471 -1.177
C: -1.116 1.977 -2.466
C: -2.053 1.304 -1.632
C: -3.518 1.551 -1.837
N: -1.672 0.535 -0.656
N: -2.645 0.019 0.194
C: -2.042 -0.336 1.297
O: -0.783 -0.202 1.496
C: -2.847 -1.005 2.354
C: -2.189 -1.635 3.405
C: -2.915 -2.334 4.359
C: -4.298 -2.405 4.267
C: -4.957 -1.768 3.222
C: -4.235 -1.070 2.268
H: 2.047 3.148 -2.385
H: 0.645 3.985 -3.087
H: 1.330 2.586 -3.906
H: -1.501 2.565 -3.287
H: -3.684 2.029 -2.801
H: -3.904 2.195 -1.046
H: -4.069 0.615 -1.781
H: -1.110 -1.570 3.454
H: -2.400 -2.824 5.176
H: -4.864 -2.953 5.010
H: -6.036 -1.818 3.152
H: -4.732 -0.576 1.444
O: -0.002 -2.297 0.205
C: 0.957 -3.027 0.738
C: 0.595 -3.948 1.743
C: 1.517 -4.815 2.284
C: 2.847 -4.800 1.860
C: 3.224 -3.896 0.893
C: 2.304 -3.007 0.324
C: 2.716 -2.080 -0.709
N: 2.004 -1.076 -1.196
C: 2.767 -0.447 -2.157
C: 3.946 -1.100 -2.276
N: 3.901 -2.127 -1.361
H: -0.438 -3.949 2.066
H: 1.205 -5.511 3.053
H: 3.571 -5.478 2.288
H: 4.263 -3.875 0.582
H: 2.401 0.408 -2.691
H: 4.789 -0.940 -2.924
H: 4.614 -2.816 -1.209
F: -4.730 -6.481 -0.254
C: -3.916 -5.500 -0.690
C: -3.529 -5.507 -2.017
C: -2.695 -4.492 -2.464
C: -2.257 -3.500 -1.591
C: -2.665 -3.526 -0.259
C: -3.504 -4.531 0.202
Sb: -1.024 -1.950 -2.328
C: 0.496 -3.161 -3.201
C: 0.806 -4.374 -2.588
C: 1.869 -5.149 -3.031
C: 2.612 -4.690 -4.099
F: 3.649 -5.433 -4.538
C: 2.341 -3.492 -4.731
C: 1.282 -2.726 -4.265
C: -2.228 -1.346 -3.981
C: -1.685 -0.597 -5.022
C: -2.486 -0.099 -6.039
C: -3.844 -0.346 -5.984
F: -4.630 0.138 -6.964
C: -4.424 -1.063 -4.957
C: -3.604 -1.558 -3.952
H: -3.879 -6.290 -2.675
H: -2.388 -4.484 -3.504
H: -2.327 -2.766 0.427
H: -3.836 -4.559 1.231
H: 0.221 -4.724 -1.745
H: 2.121 -6.090 -2.561
H: 2.955 -3.172 -5.562
H: 1.087 -1.775 -4.743
H: -0.627 -0.371 -5.045
H: -2.077 0.480 -6.856
H: -5.494 -1.221 -4.949
H: -4.054 -2.117 -3.138

Values from the calculation:
- HOMO-LUMO gap: 0.246 hartree
- Spin multiplicity: 1
- ΔE to the lowest compared entry with this formula, charge and spin: 2.896 eV


(6)
This record from OMol25 describes a molecular structure, C39H31F5N2OP2RbTe in a non-equilibrium geometry. The level of theory is ωB97M-V with the def2-TZVPD basis set.

Atoms and positions in Å:
Rb: 3.379 -0.048 -1.778
N: -2.813 1.202 -0.133
P: -1.847 2.582 -0.098
C: -2.103 3.120 1.667
C: -1.008 3.373 2.478
C: -1.208 3.754 3.807
C: -2.466 3.978 4.300
C: -3.585 3.817 3.479
C: -3.382 3.383 2.169
C: -2.819 3.869 -0.928
C: -4.093 3.750 -1.383
C: -4.690 4.786 -2.063
C: -3.991 5.991 -2.173
C: -2.664 6.098 -1.793
C: -2.091 5.031 -1.133
P: -1.907 -0.174 -0.546
C: -3.167 -1.456 -0.874
C: -2.676 -2.750 -1.195
C: -3.580 -3.770 -1.426
C: -4.940 -3.553 -1.467
C: -5.392 -2.285 -1.188
C: -4.517 -1.254 -0.882
C: -1.279 -0.740 1.126
C: 0.059 -0.522 1.398
C: 0.612 -1.052 2.572
C: -0.188 -1.714 3.472
C: -1.539 -1.940 3.212
C: -2.073 -1.468 2.036
H: -3.729 1.090 0.301
H: 0.020 3.250 2.100
H: -0.342 3.872 4.445
H: -2.580 4.292 5.359
H: -4.602 4.023 3.827
H: -4.222 3.222 1.483
H: -4.630 2.809 -1.261
H: -5.721 4.717 -2.424
H: -4.473 6.808 -2.650
H: -2.045 6.961 -1.963
H: -1.072 5.122 -0.788
H: -1.584 -2.941 -1.267
H: -3.215 -4.778 -1.595
H: -5.671 -4.290 -1.724
H: -6.448 -2.021 -1.197
H: -4.935 -0.281 -0.639
H: 0.624 -0.027 0.623
H: 1.694 -0.966 2.694
H: 0.295 -2.063 4.416
H: -2.173 -2.510 3.827
H: -3.095 -1.685 1.800
C: 7.146 -0.473 -2.132
C: 7.379 -1.226 -1.034
C: 6.593 -2.323 -0.786
C: 5.565 -2.658 -1.664
C: 5.287 -1.980 -2.903
C: 6.151 -0.875 -3.062
C: 4.572 -3.672 -1.202
C: 4.986 -4.977 -0.820
C: 4.080 -5.881 -0.398
C: 2.703 -5.541 -0.367
C: 1.713 -6.498 -0.002
C: 0.402 -6.123 -0.026
C: 0.031 -4.836 -0.414
C: 0.980 -3.879 -0.757
C: 2.353 -4.228 -0.734
N: 3.290 -3.301 -1.091
H: 7.631 0.482 -2.355
H: 8.141 -1.026 -0.305
H: 6.744 -2.894 0.119
H: 5.973 -0.199 -3.861
H: 6.030 -5.266 -0.855
H: 4.402 -6.911 -0.204
H: 1.977 -7.515 0.232
H: -0.411 -6.831 0.060
H: -1.008 -4.594 -0.507
H: 0.771 -2.869 -1.053
F: 3.091 7.512 0.165
Te: 2.816 5.669 -0.204
F: 2.490 5.804 -2.089
F: 2.919 3.799 -0.632
F: 3.400 5.204 1.399
F: 4.535 5.745 -0.813
O: 1.138 5.747 0.270

Values from the calculation:
- HOMO-LUMO gap: 0.238 hartree
- Spin multiplicity: 1
- ΔE to the lowest compared entry with this formula, charge and spin: 0.000 eV
- Total charge: -1